Record 1
C2H4N2O2 in the gas phase at a distorted geometry, computed with wB97M-V/def2-TZVPD.

Each line ends with the Löwdin charge.
Cartesian coordinates (Å):
1 C 1.26 -1.55 0.18  -0.033
2 N 0.95 -0.58 1.03  0.013
3 O -0.04 0.43 0.67  -0.145
4 C -0.31 0.70 -0.65  -0.217
5 N -1.46 1.30 -0.90  0.032
6 O -2.11 1.81 0.29  -0.050
7 H 2.16 -2.18 0.55  0.095
8 H 0.69 -1.89 -0.84  0.126
9 H 0.52 0.56 -1.37  0.136
10 H -1.67 1.41 1.03  0.043

Computed properties:
total charge = 0
Kohn-Sham gap = 9.75 eV
largest force on an atom = 0.064 hartree/bohr

Record 2
2 unconnected molecules or ions with the total composition C4H8O3, computed with wB97M-V/def2-TZVPD.

Each line ends with the Löwdin charge.
Cartesian coordinates (Å):
1 O 0.73 1.40 -0.39  0.054
2 C 0.24 1.05 0.65  -0.243
3 C 0.20 -0.39 1.09  -0.133
4 C -0.20 -1.40 -0.02  -0.147
5 C 0.64 -2.64 -0.02  -0.269
6 O 0.78 -3.35 0.93  0.060
7 H -0.26 1.73 1.34  0.124
8 H 1.19 -0.70 1.40  0.122
9 H -0.44 -0.52 1.96  0.115
10 H -0.18 -0.94 -1.02  0.109
11 H -1.25 -1.67 0.12  0.123
12 H 1.13 -2.89 -0.97  0.120
13 O -0.99 3.54 -1.34  -0.072
14 H -1.36 3.83 -2.17  0.028
15 H -0.25 2.95 -1.55  0.009

Computed properties:
total charge = 0
Kohn-Sham gap = 10.86 eV
largest force on an atom = 0.019 hartree/bohr

Record 3
2 unconnected molecules or ions with the total composition C5H8F4OSi at a distorted geometry, computed with wB97M-V/def2-TZVPD.

Each line ends with the Löwdin charge.
Cartesian coordinates (Å):
1 C -0.60 -2.76 0.14  0.007
2 C 0.39 -1.93 -0.19  -0.118
3 C 3.04 1.99 -0.22  -0.071
4 C 1.89 1.31 0.45  -0.171
5 C 0.64 -0.67 0.41  -0.342
6 O 1.58 0.12 0.03  0.065
7 F -0.20 -0.18 1.38  0.068
8 F -3.56 1.27 0.98  -0.094
9 F -4.59 0.83 -1.25  -0.102
10 F -3.54 -1.07 0.00  -0.094
11 Si -3.34 0.46 -0.35  0.284
12 H -0.73 -3.70 -0.37  0.049
13 H -1.31 -2.52 0.91  0.050
14 H 1.10 -2.18 -0.96  0.114
15 H 2.69 2.79 -0.88  0.073
16 H 3.70 2.44 0.51  0.073
17 H 3.59 1.27 -0.82  0.079
18 H -2.09 0.74 -0.98  0.015
19 H 1.32 1.79 1.22  0.114

Computed properties:
total charge = 0
Kohn-Sham gap (alpha / beta) = 7.83 / 7.65 eV
largest force on an atom = 0.038 hartree/bohr

Table of ΔE to the lowest compared entry with this formula, charge and spin (eV), in record order: 6.584 1.779 1.224